Entry 1:
C3H8N4 | ωB97M-V/def2-TZVPD

- M: 100.1 g/mol
- HOMO level: -0.3451 hartree
- Lowest unoccupied orbital energy: 0.993 eV
- Strongest force on any atom: 1.53 eV Å⁻¹
- Gap between HOMO and LUMO: 0.382 Eh
- SMILES string: C=N[C@@H](C)N.N#N

Positions of all 15 atoms, in Å:
C: 0.27 0.22 -1.77
N: 0.83 -0.09 -0.69
C: 0.10 -0.83 0.31
C: 0.94 -0.82 1.60
N: -1.26 -0.33 0.47
H: -0.76 -0.01 -2.03
H: 0.87 0.75 -2.50
H: 0.02 -1.87 -0.04
H: 1.93 -1.20 1.39
H: 1.03 0.20 1.97
H: 0.47 -1.44 2.37
H: -1.23 0.61 0.85
H: -1.77 -0.91 1.13
N: -0.18 2.83 -1.52
N: -1.27 2.88 -1.54

natural (NBO) atomic charge list, values in e, 6 entries: atom 1 (C): -0.041, atom 2 (N): -0.425, atom 3 (C): 0.074, atom 4 (C): -0.615, atom 5 (N): -0.848, atom 6 (H): 0.163



Entry 2:
C15H43O18P2S3 | ωB97M-V/def2-TZVPD

- M: 669.6 g/mol
- HOMO level (spin up / spin down): -0.4022 / -0.4022 hartree
- Lowest unoccupied orbital energy (spin up / spin down): -0.221 / -3.913 eV
- Strongest force on any atom: 3.99 eV Å⁻¹
- Multiplicity: 2
- Gap between HOMO and LUMO (spin up / spin down): 0.394 / 0.258 Eh

Positions of all 81 atoms, in Å:
O: 0.37 -1.22 0.18
H: 0.97 -1.42 0.93
O: -2.00 -3.45 4.66
S: -1.07 -2.69 3.85
O: -0.30 -1.58 4.41
O: 0.02 -3.90 3.22
C: 1.01 -3.51 2.24
C: 2.21 -4.43 2.40
C: -1.96 -2.09 2.30
H: 1.41 -2.49 2.31
H: 0.55 -3.57 1.25
H: 2.05 -5.42 1.99
H: 2.48 -4.74 3.40
H: 3.05 -3.96 1.88
H: -1.27 -1.39 1.83
H: -2.86 -1.68 2.76
H: -2.16 -3.00 1.74
O: 1.02 2.62 2.49
S: 1.74 1.84 3.47
O: 3.02 2.36 4.04
O: 0.74 1.42 4.72
C: -0.64 1.78 4.63
C: -1.25 1.24 5.94
C: 2.01 0.19 2.77
H: -1.04 1.44 3.68
H: -0.69 2.87 4.64
H: -0.70 1.61 6.81
H: -1.37 0.16 6.08
H: -2.28 1.55 6.11
H: 3.06 0.23 2.48
H: 1.37 0.11 1.89
H: 1.81 -0.43 3.65
O: -3.30 -4.05 -2.48
S: -2.47 -3.10 -3.27
O: -2.50 -3.09 -4.71
O: -2.88 -1.59 -2.80
C: -2.81 -1.19 -1.43
C: -4.19 -1.04 -0.82
C: -0.72 -3.18 -2.58
H: -2.26 -0.25 -1.41
H: -2.34 -1.91 -0.76
H: -4.24 -0.57 0.16
H: -4.87 -1.90 -0.82
H: -4.71 -0.31 -1.44
H: -0.19 -3.89 -3.22
H: -0.78 -3.38 -1.52
H: -0.34 -2.17 -2.73
C: -3.78 2.01 -3.79
O: -2.64 2.10 -3.00
P: -2.56 3.22 -1.89
O: -3.72 3.24 -0.98
O: -1.08 2.93 -1.16
C: -0.96 2.08 0.01
O: -2.32 4.59 -2.73
C: -1.16 4.72 -3.61
H: -4.39 1.12 -3.63
H: -3.53 1.87 -4.84
H: -4.44 2.88 -3.69
H: -1.80 1.45 0.28
H: -0.90 2.67 0.93
H: -0.03 1.52 0.06
H: -0.45 5.37 -3.11
H: -1.44 5.17 -4.56
H: -0.63 3.78 -3.77
C: 6.55 0.65 -2.40
O: 5.62 1.22 -3.25
P: 3.97 1.05 -2.99
O: 3.15 1.41 -4.16
O: 3.75 1.90 -1.66
C: 2.46 2.25 -1.28
O: 3.76 -0.43 -2.43
C: 2.55 -0.91 -1.92
H: 7.36 0.19 -2.96
H: 6.14 -0.11 -1.74
H: 7.02 1.35 -1.71
H: 2.21 1.80 -0.32
H: 1.71 1.94 -2.01
H: 2.38 3.33 -1.19
H: 1.99 -1.56 -2.60
H: 1.79 -0.15 -1.80
H: 2.69 -1.48 -1.01

Löwdin atomic charge list, values in e, 6 entries: atom 1 (O): 0.018, atom 2 (H): -0.030, atom 3 (O): -0.277, atom 4 (S): 0.717, atom 5 (O): -0.306, atom 6 (O): -0.253



Entry 3:
C27H25AsIrN5S2Se | ωB97M-V/def2-TZVPD

- M: 829.8 g/mol
- HOMO level (spin up / spin down): -0.6223 / -0.6226 hartree
- Lowest unoccupied orbital energy (spin up / spin down): -10.202 / -11.275 eV
- Net charge: +3
- Strongest force on any atom: 0.15 eV Å⁻¹
- Multiplicity: 2
- Gap between HOMO and LUMO (spin up / spin down): 0.247 / 0.208 Eh

Positions of all 62 atoms, in Å:
Ir: -0.24 -0.57 0.23
S: -2.20 -1.37 0.77
C: -2.09 -3.09 0.95
C: -3.09 -3.77 1.66
C: -2.97 -5.14 1.82
C: -1.89 -5.82 1.28
C: -0.91 -5.15 0.54
C: -1.02 -3.79 0.37
As: 0.10 -2.73 -0.77
C: 1.92 -3.29 -0.72
C: 2.82 -2.78 0.22
C: 4.11 -3.27 0.26
C: 4.50 -4.28 -0.63
C: 3.60 -4.78 -1.55
C: 2.30 -4.29 -1.61
C: -0.55 -2.92 -2.55
C: -1.81 -3.47 -2.77
C: -2.27 -3.60 -4.07
C: -1.48 -3.17 -5.13
C: -0.22 -2.62 -4.90
C: 0.25 -2.49 -3.61
H: -3.93 -3.23 2.09
H: -3.73 -5.67 2.38
H: -1.82 -6.89 1.41
H: -0.10 -5.71 0.09
H: 2.53 -1.99 0.90
H: 4.82 -2.88 0.97
H: 5.51 -4.66 -0.59
H: 3.90 -5.56 -2.24
H: 1.61 -4.68 -2.34
H: -2.43 -3.82 -1.95
H: -3.24 -4.04 -4.26
H: -1.84 -3.28 -6.15
H: 0.39 -2.30 -5.73
H: 1.23 -2.07 -3.43
S: -0.59 0.28 -1.88
C: -0.97 1.99 -1.66
N: -1.95 2.38 -0.87
C: -2.43 3.78 -0.83
C: -2.14 4.45 -2.16
C: -0.67 4.28 -2.50
N: -0.30 2.86 -2.39
H: -2.51 1.67 -0.44
H: -1.95 4.30 0.00
H: -3.50 3.75 -0.63
H: -2.38 5.51 -2.11
H: -2.76 4.00 -2.94
H: -0.03 4.86 -1.83
H: -0.45 4.60 -3.52
H: 0.44 2.50 -2.97
Se: 1.31 2.77 2.06
N: 1.80 2.09 3.60
C: 1.51 0.80 3.61
C: 1.71 -0.16 4.65
C: 1.30 -1.44 4.40
C: 0.70 -1.81 3.16
N: 0.52 -0.95 2.19
C: 0.90 0.34 2.42
N: 0.68 1.20 1.45
H: 2.17 0.12 5.59
H: 1.42 -2.21 5.15
H: 0.39 -2.83 2.98

natural (NBO) atomic charge list, values in e, 6 entries: atom 1 (Ir): 0.468, atom 2 (S): 0.500, atom 3 (C): -0.267, atom 4 (C): -0.155, atom 5 (C): -0.166, atom 6 (C): -0.125



Entry 4:
C44H78Br8N2O28 | ωB97M-V/def2-TZVPD

- M: 1722.3 g/mol
- HOMO level: -0.3210 hartree
- Lowest unoccupied orbital energy: -0.270 eV
- Strongest force on any atom: 5.80 eV Å⁻¹
- Gap between HOMO and LUMO: 0.311 Eh

Positions of all 160 atoms, in Å:
C: -2.35 -0.27 3.81
O: -1.49 -0.46 2.74
C: -0.18 0.14 2.93
C: 0.93 -0.48 2.02
N: 0.63 -0.13 0.62
C: 1.75 -0.51 -0.24
C: 1.27 -0.41 -1.65
O: 0.34 -1.35 -2.04
C: -0.05 -1.28 -3.42
H: -2.10 -0.97 4.61
H: -3.33 -0.67 3.54
H: -2.58 0.76 4.08
H: 0.18 -0.02 3.95
H: -0.33 1.21 2.84
H: 1.06 -1.56 2.12
H: 1.84 0.06 2.29
H: -0.17 -0.66 0.31
H: 2.18 -1.48 -0.01
H: 2.63 0.13 -0.14
H: 2.14 -0.46 -2.32
H: 0.82 0.56 -1.88
H: 0.72 -1.37 -4.19
H: -0.59 -0.35 -3.62
H: -0.76 -2.01 -3.81
C: 10.56 -2.97 -5.44
O: 9.22 -3.20 -5.75
C: 8.41 -2.71 -4.73
C: 6.94 -3.18 -4.82
N: 6.55 -2.75 -6.15
C: 5.39 -3.44 -6.61
C: 4.96 -2.99 -8.00
O: 5.99 -3.44 -8.93
C: 5.55 -3.58 -10.24
H: 10.92 -3.38 -4.49
H: 10.84 -1.92 -5.33
H: 11.22 -3.41 -6.18
H: 8.46 -1.62 -4.75
H: 8.68 -2.99 -3.71
H: 6.26 -2.64 -4.17
H: 6.81 -4.25 -4.67
H: 7.29 -2.93 -6.81
H: 4.63 -3.34 -5.84
H: 5.58 -4.51 -6.71
H: 4.80 -1.92 -8.08
H: 4.00 -3.49 -8.13
H: 4.66 -4.20 -10.36
H: 6.26 -4.05 -10.92
H: 5.14 -2.71 -10.76
Br: -0.41 11.08 3.28
C: -0.31 9.25 2.61
C: 0.39 8.39 3.62
Br: 0.34 6.57 2.89
H: 0.22 9.31 1.66
H: -1.30 8.81 2.52
H: -0.15 8.48 4.55
H: 1.42 8.73 3.79
Br: 2.67 -2.85 8.69
C: 0.70 -3.21 8.94
C: 0.13 -2.46 10.10
Br: -1.46 -3.38 10.92
H: 0.63 -4.27 9.18
H: 0.17 -3.05 8.00
H: -0.12 -1.43 9.82
H: 0.84 -2.36 10.93
Br: -12.28 -5.87 5.93
C: -10.53 -5.00 5.50
C: -9.66 -4.93 6.76
Br: -7.88 -4.35 6.23
H: -10.72 -4.03 5.03
H: -10.14 -5.63 4.70
H: -9.64 -5.90 7.25
H: -10.05 -4.19 7.46
Br: -6.05 1.95 10.86
C: -5.80 1.02 9.01
C: -7.01 1.24 8.12
Br: -7.54 3.14 7.96
H: -5.49 -0.01 9.14
H: -4.91 1.54 8.63
H: -7.79 0.66 8.61
H: -6.83 0.80 7.14
C: -0.38 4.60 -1.76
C: 1.08 4.89 -1.89
O: 1.33 4.87 -3.30
C: 0.24 4.29 -3.89
O: 0.18 3.92 -5.06
O: -0.68 4.05 -3.03
H: -1.10 5.41 -1.64
H: -0.61 3.87 -0.99
H: 1.74 4.20 -1.36
H: 1.39 5.87 -1.52
C: -6.34 4.19 2.77
C: -4.90 4.69 2.44
O: -4.53 3.94 1.32
C: -5.65 3.71 0.63
O: -5.75 3.31 -0.57
O: -6.73 3.98 1.42
H: -6.82 5.02 3.28
H: -6.43 3.29 3.38
H: -4.18 4.68 3.26
H: -5.01 5.77 2.29
C: 6.26 2.84 -3.88
C: 7.65 2.74 -4.46
O: 8.50 2.62 -3.31
C: 7.70 2.17 -2.26
O: 8.15 1.74 -1.16
O: 6.43 2.27 -2.62
H: 5.52 2.38 -4.54
H: 5.86 3.84 -3.70
H: 7.77 3.67 -5.01
H: 7.67 1.96 -5.22
C: -5.19 -4.94 -8.77
C: -4.17 -5.82 -8.04
O: -3.93 -5.15 -6.84
C: -4.92 -4.27 -6.65
O: -5.12 -3.67 -5.62
O: -5.65 -4.03 -7.71
H: -6.00 -5.60 -9.06
H: -4.79 -4.34 -9.59
H: -3.34 -6.01 -8.72
H: -4.45 -6.83 -7.76
C: 6.87 -3.44 3.70
C: 7.06 -2.58 2.50
O: 6.19 -3.19 1.56
C: 5.86 -4.48 1.98
O: 5.34 -5.36 1.26
O: 6.32 -4.67 3.20
H: 6.10 -2.98 4.31
H: 7.83 -3.63 4.17
H: 8.07 -2.68 2.10
H: 6.92 -1.51 2.58
C: 2.32 3.50 9.07
C: 2.24 5.00 8.70
O: 1.11 5.24 8.02
C: 0.46 4.06 7.79
O: -0.66 3.92 7.38
O: 1.10 3.02 8.50
H: 2.48 3.42 10.15
H: 3.12 2.91 8.62
H: 3.06 5.28 8.04
H: 2.38 5.59 9.61
C: -3.85 -3.16 0.26
C: -4.61 -1.91 -0.02
O: -5.79 -2.10 0.78
C: -6.02 -3.33 0.89
O: -7.04 -3.87 1.28
O: -4.95 -4.00 0.49
H: -3.24 -3.05 1.16
H: -3.25 -3.56 -0.55
H: -4.91 -1.92 -1.07
H: -4.04 -1.00 0.18
C: -4.99 3.42 -6.40
C: -4.74 1.98 -6.09
O: -4.67 1.42 -7.35
C: -5.34 2.18 -8.24
O: -5.74 1.87 -9.29
O: -5.67 3.36 -7.62
H: -4.04 3.96 -6.45
H: -5.70 3.87 -5.71
H: -5.64 1.60 -5.62
H: -3.84 1.77 -5.51

Löwdin atomic charge list, values in e, 6 entries: atom 1 (C): -0.145, atom 2 (O): -0.204, atom 3 (C): -0.185, atom 4 (C): -0.182, atom 5 (N): -0.057, atom 6 (C): -0.223



Entry 5:
C11H20Cl2HfN2S | ωB97M-V/def2-TZVPD

- M: 461.8 g/mol
- HOMO level (spin up / spin down): -0.2378 / -0.2378 hartree
- Lowest unoccupied orbital energy (spin up / spin down): -0.273 / -0.273 eV
- Strongest force on any atom: 3.88 eV Å⁻¹
- Gap between HOMO and LUMO (spin up / spin down): 0.228 / 0.228 Eh

Positions of all 37 atoms, in Å:
Hf: 1.41 -0.24 -0.86
Cl: 1.43 -2.57 -0.41
Cl: 1.86 1.39 0.84
C: 3.29 -0.21 -1.46
H: 3.52 0.80 -1.96
H: 3.49 -0.84 -2.40
C: -0.71 1.02 -2.04
C: 0.32 0.38 -2.63
H: -0.63 1.77 -1.22
C: 0.31 -0.88 -3.49
H: 1.37 0.79 -2.70
C: -0.88 -0.69 -4.42
H: 1.27 -0.91 -4.02
H: 0.28 -1.86 -3.00
C: -2.13 -0.42 -3.57
H: -0.61 0.14 -5.07
H: -1.02 -1.56 -5.06
C: -2.10 0.62 -2.46
H: -2.95 -0.19 -4.24
H: -2.36 -1.36 -3.09
H: -2.71 1.51 -2.73
H: -2.60 0.24 -1.55
S: -1.03 -0.58 0.85
C: -0.63 -0.29 2.50
N: -1.31 0.55 3.31
C: -0.87 0.91 4.66
C: 0.65 0.94 4.69
C: 1.22 -0.37 4.17
N: 0.46 -0.90 3.04
H: -2.22 0.83 2.98
H: -1.24 0.18 5.40
H: -1.28 1.89 4.91
H: 1.01 1.11 5.71
H: 1.01 1.77 4.07
H: 1.20 -1.12 4.97
H: 2.27 -0.24 3.85
H: 0.90 -1.57 2.43

natural (NBO) atomic charge list, values in e, 6 entries: atom 1 (Hf): 1.464, atom 2 (Cl): -0.469, atom 3 (Cl): -0.483, atom 4 (C): -1.240, atom 5 (H): 0.206, atom 6 (H): 0.212



> The lowest strongest force on any atom belongs to which entry?

C27H25AsIrN5S2Se



> The highest strongest force on any atom belongs to which entry?

C44H78Br8N2O28



> Number 1 is which compound?

C3H8N4



> What is the formula in the first record?

C3H8N4